A structure of composition C10H24DyIO2P2 at a distorted geometry. Source: the OMol25 dataset; level of theory: ωB97M-V with the def2-TZVPD basis set.

Results
orbital gap (spin up / spin down) = 6.3776 / 6.2947 eV
energy relative to the best compared isomer or geometry (same formula, charge and spin) = 1.608 eV
largest force on an atom = 2.85 eV/Å

```
! RIJCOSX wB97M-V def2-TZVPD def2/J DEFGRID3
* xyz 2 6
C 0.6766 -0.0442 -4.1476
H 0.8937 4.5673 1.2900
C -1.4596 -3.4898 0.0798
H -1.9123 -3.2198 -0.8785
C -0.4623 0.1413 1.7485
H 0.5194 -0.9444 -4.7440
H -2.0877 0.2799 3.2524
H -1.5080 4.4773 -0.5237
P 0.1636 2.7123 -0.1728
H -1.4230 -4.5843 0.1656
H -1.9448 2.9312 -1.3183
H 1.8238 -2.7606 1.9850
H 0.1663 -2.9557 2.6325
C -1.4986 3.3742 -0.4143
C 0.8503 -3.2697 1.8269
H -2.0917 -3.0761 0.8738
H 2.2708 3.2962 -1.1821
C -1.5557 -0.2146 0.4933
Dy 0.6875 -0.0579 -0.5111
H 1.0018 -4.3679 1.8683
H 0.1320 3.2460 2.2221
H 0.3021 0.8314 -4.6729
O 0.8339 0.0091 1.6094
O -2.7302 -0.3191 0.5865
H 1.1155 4.6565 -1.3098
C 1.2268 3.5710 -1.3855
H 0.9660 -3.6040 -1.9490
H 2.2956 -3.4241 -0.7716
H 1.7715 3.0419 1.6052
H -0.4398 -0.5464 3.7193
C 1.2592 -3.7642 -0.9080
P 0.1865 -2.7374 0.1563
H 1.1837 -4.8251 -0.6488
H 0.9706 3.2387 -2.3951
H -0.4469 1.2442 3.5338
C -0.9510 0.2881 3.1238
H -2.1391 3.0928 0.4364
C 0.7870 3.4753 1.3787
H 1.7278 0.0724 -3.9034
I -1.1614 -0.3419 -2.7514
*
```